(1)
This record from the Open Molecules 2025 dataset describes a cluster of 9 separate species, C23H56BF4N6O14S in total. The level of theory is ωB97M-V/def2-TZVPD.

Output
Frontier orbital gap (spin up / spin down) (eV): 4.660 / 4.642
Expectation value of S²: 0.7592
Total charge: -2
Lowest unoccupied orbital energy (spin up / spin down) (eV): 3.19 / 3.19
2S+1: 2

Each line ends with the Mulliken charge.
Atoms and positions in Å:
C1 1.48058 -0.59060 -0.85910  0.280
C2 0.83625 0.47809 -0.07550  0.273
O1 1.09570 1.65314 -0.22550  -0.698
N1 -0.11371 0.05157 1.03806  2.176
H1 -0.18407 -0.95543 1.07145  -0.956
H2 0.39748 0.26932 1.88149  0.286
C3 -1.40015 0.77332 0.92715  -0.826
H3 1.80171 -1.46414 -0.29174  -0.583
H4 2.31632 -0.16419 -1.41393  0.696
H5 0.77789 -0.96592 -1.60305  0.022
H6 -1.88657 0.68736 -0.04450  -0.191
H7 -1.17732 1.83516 1.03177  0.469
H8 -1.99774 0.43648 1.77422  0.422
C4 -4.08253 0.49368 4.33895  -0.753
C5 -2.61748 0.64346 4.83864  0.632
O2 -2.25489 0.34708 5.98830  -0.747
O3 -1.70390 1.19816 4.17647  -0.556
H9 -4.17382 1.14202 3.46750  -0.097
H10 -4.90900 0.81328 4.97368  0.384
H11 -4.19940 -0.56067 4.08837  0.211
B1 -0.89068 -3.03263 0.40943  -0.486
F1 -1.72874 -4.09862 0.36584  -0.346
F2 0.45597 -3.35178 0.03249  -0.248
F3 -1.24416 -2.11278 -0.51480  -0.100
F4 -0.96710 -2.51729 1.67595  -0.500
S1 1.71136 0.44739 4.51171  0.837
O4 1.58961 0.20017 3.09972  -0.968
O5 0.67500 -0.29433 5.23821  -0.477
O6 3.00951 0.20754 5.05018  -0.613
O7 1.12672 1.76768 4.77631  -0.438
O8 2.38711 -4.60308 2.30853  -0.694
C6 2.31036 -3.59638 2.94861  0.968
N2 1.87284 -2.53727 2.32836  0.329
C7 2.61938 -3.48090 4.46812  -0.970
H12 1.71852 -1.63173 2.74822  -0.093
H13 1.50901 -2.81620 1.42840  -0.241
H14 3.07126 -2.49526 4.57955  0.297
H15 3.30304 -4.24255 4.84309  0.376
H16 1.75464 -3.53064 5.12981  0.032
O9 -2.19307 -4.28008 4.54394  -0.654
C8 -1.53548 -3.50182 5.10869  0.936
N3 -0.81154 -2.58522 4.44056  0.514
C9 -1.42486 -3.49215 6.59899  -1.232
H17 -0.86915 -2.60674 3.43244  0.089
H18 -0.43463 -1.74086 4.84687  0.041
H19 -2.12057 -2.74850 6.98765  0.192
H20 -0.44261 -3.29133 7.02672  0.274
H21 -1.77185 -4.49515 6.84738  0.405
O10 2.74800 -3.09742 -3.52268  -0.679
C10 3.45432 -2.72302 -2.63497  0.678
N4 4.31797 -1.77141 -2.69005  -0.129
C11 3.34400 -3.45169 -1.33961  -1.089
H22 4.51380 -1.26314 -3.54058  0.231
H23 5.06113 -1.55080 -2.04264  0.229
H24 4.08145 -4.25335 -1.29966  0.445
H25 2.45507 -4.08240 -1.35043  0.249
H26 3.25001 -2.85387 -0.43303  0.335
C12 -1.09314 4.78630 -0.24369  -0.548
O11 -2.42587 4.44612 -0.12874  -0.355
C13 -3.02202 4.33517 1.14898  -0.453
C14 -4.38667 3.68105 0.94815  -0.955
N5 -4.25489 2.32483 0.35197  0.271
C15 -5.51882 1.68726 -0.05458  -0.883
C16 -5.07738 0.49642 -0.89556  -0.388
O12 -4.62409 0.92953 -2.16012  -0.391
C17 -3.78345 -0.05360 -2.72089  -0.482
H27 -0.46956 3.90043 -0.12332  0.106
H28 -0.71699 5.50494 0.48443  0.366
H29 -0.86021 5.17058 -1.23675  0.232
H30 -3.11002 5.30330 1.64202  0.460
H31 -2.37478 3.72255 1.77657  0.251
H32 -4.97098 4.31826 0.28434  0.389
H33 -4.83500 3.50443 1.92585  0.452
H34 -3.75401 2.60144 -0.48032  -0.001
H35 -6.13226 2.33158 -0.68438  0.349
H36 -6.05706 1.30067 0.81084  0.411
H37 -6.02595 0.01287 -1.12898  0.438
H38 -4.34439 -0.11244 -0.36631  0.225
H39 -4.39226 -0.85314 -3.14300  0.404
H40 -2.97886 -0.50967 -2.14406  0.184
H41 -3.33167 0.50251 -3.54232  0.079
C18 6.59918 -0.35625 -4.89595  -0.849
O13 5.25644 0.23008 -4.69818  -0.376
C19 5.06751 1.29865 -5.60361  -0.847
C20 3.73390 2.02628 -5.28256  -0.456
N6 2.54033 1.15422 -5.33591  -0.294
C21 1.37391 1.73797 -4.73112  -0.679
C22 0.30318 0.63025 -4.23466  -0.302
O14 -0.36755 1.18515 -3.12519  0.153
C23 -1.10429 2.41792 -3.31841  -0.498
H42 7.36954 0.28121 -4.46204  0.269
H43 6.84111 -0.38547 -5.95836  0.318
H44 6.58937 -1.32396 -4.39441  0.325
H45 5.04183 0.85452 -6.59870  0.445
H46 5.87298 2.02988 -5.53552  0.402
H47 3.65790 2.85629 -5.98498  0.249
H48 3.83287 2.28741 -4.22894  0.364
H49 2.72169 0.17156 -5.18898  0.306
H50 1.03098 2.40300 -5.52373  0.255
H51 1.59891 2.40786 -3.90123  0.365
H52 0.87230 -0.21337 -3.84414  0.032
H53 -0.32199 0.29748 -5.06322  0.274
H54 -1.70847 2.44995 -2.41174  -0.283
H55 -1.70919 2.31692 -4.21952  0.400
H56 -0.46278 3.29774 -3.26866  0.324

Cartesian forces (eV/Å) of the 2 atoms listed first:
C 0.19 -0.42 -0.65
C 0.82 1.45 0.39


(2)
This record from the Open Molecules 2025 dataset describes a structure of composition C23H56N2O11Sr2. The level of theory is ωB97M-V/def2-TZVPD.

Output
Frontier orbital gap (eV): 1.081
Total charge: +2
Lowest unoccupied orbital energy (eV): -9.42

Each line ends with the Mulliken charge.
Atoms and positions in Å:
Sr1 -5.59791 5.94410 -1.58670  1.628
Sr2 -1.45569 9.04720 -4.62699  1.575
C1 -4.42941 0.14291 -0.55251  -0.665
C2 -4.83458 1.54585 -0.88839  0.685
O1 -4.72205 2.43357 -0.02945  -0.649
O2 -5.40158 1.85589 -1.96064  -0.765
H1 -5.27921 -0.34118 -0.07126  0.230
H2 -3.58567 0.19718 0.13542  0.128
H3 -4.01830 -0.42805 -1.38501  0.299
C3 -0.43543 3.49321 -2.28703  -0.674
C4 -0.79090 4.85489 -2.81120  0.675
O3 -1.94826 5.22821 -3.05019  -0.884
O4 0.13701 5.69825 -3.07423  -0.670
H4 -0.62121 2.64051 -2.94010  0.257
H5 -1.11787 3.37734 -1.44503  0.226
H6 0.58857 3.46710 -1.91441  0.254
C5 4.37524 2.08055 -0.00321  -0.568
O5 4.65815 3.43105 0.41581  -0.499
H7 5.21959 1.48156 0.33790  0.317
H8 3.51116 1.65897 0.51034  0.232
H9 4.29550 1.89354 -1.07409  0.212
H10 5.25496 3.34342 1.16263  0.310
O6 1.92797 6.60613 0.33110  -0.650
H11 2.69663 6.03733 0.37420  0.327
H12 1.58736 6.48258 -0.55487  0.319
O7 -3.70786 2.09910 -5.79989  -0.625
H13 -3.91503 2.26382 -4.88001  0.328
H14 -4.55494 2.12445 -6.24493  0.309
O8 3.32166 5.09248 -5.78989  -0.635
H15 2.56287 5.33108 -5.25741  0.316
H16 4.05769 5.10503 -5.17806  0.325
O9 -0.94311 -0.54429 -5.31643  -0.622
H17 -0.50320 -0.47551 -6.16376  0.313
H18 -1.69091 0.04925 -5.38540  0.309
C6 -5.61137 0.21206 4.60309  -1.799
C7 -4.26708 0.45414 5.40594  1.286
C8 -3.59403 -0.94511 5.59744  -1.221
C9 -2.12005 -0.90788 6.06622  -0.627
C10 -1.38692 -0.11099 5.01251  -1.323
C11 -1.89655 1.27842 4.78548  1.483
N1 -3.35600 1.24976 4.56178  0.554
O10 -3.85597 2.52033 4.27240  -0.485
C12 -1.45833 2.14525 5.97702  -1.604
C13 -1.22969 1.78480 3.48673  -1.944
C14 -4.62774 1.13471 6.75957  -1.624
H19 -6.05457 1.15687 4.28848  0.419
H20 -5.46417 -0.48133 3.77505  0.354
H21 -6.22743 -0.34120 5.31195  0.444
H22 -4.12243 -1.43326 6.41634  0.382
H23 -3.74297 -1.50881 4.67648  0.395
H24 -1.89673 -0.46398 7.03636  0.333
H25 -1.83213 -1.95290 6.18084  0.411
H26 -1.46674 -0.73959 4.12560  0.351
H27 -0.30990 -0.13811 5.17800  0.516
H28 -0.37014 2.12273 6.03545  0.439
H29 -1.98437 1.79958 6.86690  0.305
H30 -1.82281 3.16573 5.85923  0.363
H31 -0.17233 1.92381 3.71206  0.421
H32 -1.56456 2.81371 3.35514  0.482
H33 -1.54235 1.32135 2.55102  0.289
H34 -5.63199 0.85788 7.08040  0.431
H35 -3.90372 1.17507 7.57337  0.295
H36 -4.86412 2.17039 6.51539  0.415
H37 -4.02375 2.39694 3.33526  0.370
C15 5.25985 -4.02191 -3.92325  -1.732
C16 3.77477 -4.15213 -3.96630  1.552
C17 3.42350 -5.69160 -3.81267  -1.136
C18 3.83962 -6.22822 -2.37745  -0.680
C19 3.15256 -5.32134 -1.33596  -1.244
C20 3.17888 -3.81311 -1.46081  1.454
N2 3.03798 -3.43322 -2.87577  0.446
O11 2.73638 -2.06718 -3.00521  -0.449
C21 1.97150 -3.26897 -0.59351  -1.755
C22 4.51628 -3.34772 -0.80440  -1.693
C23 3.22863 -3.75106 -5.33291  -1.912
H38 5.75261 -4.49449 -4.77292  0.391
H39 5.74353 -4.43068 -3.03608  0.319
H40 5.60658 -2.99098 -3.85206  0.364
H41 2.33958 -5.79771 -3.85695  0.396
H42 3.89088 -6.27672 -4.60468  0.446
H43 4.89999 -6.29312 -2.13354  0.338
H44 3.47412 -7.25338 -2.31791  0.434
H45 3.46871 -5.63503 -0.34110  0.364
H46 2.08281 -5.51663 -1.41076  0.435
H47 2.13426 -3.43585 0.47127  0.421
H48 1.62751 -2.27275 -0.87155  0.385
H49 1.05386 -3.82569 -0.78350  0.414
H50 5.32287 -4.07682 -0.88151  0.361
H51 4.88329 -2.49100 -1.36957  0.322
H52 4.35590 -3.17825 0.26034  0.434
H53 3.57049 -4.38064 -6.15440  0.388
H54 3.43687 -2.71898 -5.61496  0.401
H55 2.14234 -3.69721 -5.26105  0.425
H56 1.85351 -2.01548 -3.37867  0.331

Cartesian forces (eV/Å) of the 2 atoms listed first:
Sr 0.78 -2.43 0.38
Sr 0.78 -1.30 0.39


(3)
This record from the Open Molecules 2025 dataset describes a cluster of 6 separate species, C23H57N2O18PS7 in total. The level of theory is ωB97M-V/def2-TZVPD.

Output
Frontier orbital gap (eV): 8.309
Lowest unoccupied orbital energy (eV): 0.05

Each line ends with the Mulliken charge.
Atoms and positions in Å:
O1 2.74782 0.45470 -1.92070  -0.350
N1 3.83125 0.92487 -2.08208  0.214
O2 4.44846 0.46546 -3.18684  -0.368
P1 4.51763 -1.37496 -3.45431  0.564
C1 4.67728 -3.24733 -3.67349  -1.221
C2 4.80005 -4.01022 -2.34801  -0.092
C3 6.25787 -4.16656 -1.90163  -0.796
S1 6.52727 -4.26042 -0.10596  -0.187
C4 5.56617 -2.83319 0.41202  0.214
S2 6.08730 -1.33461 -0.02417  -0.294
N2 4.44496 -3.03973 1.15019  0.334
C5 3.88463 -4.38304 1.42150  -0.745
C6 3.55878 -4.54852 2.89677  -0.746
O3 2.59468 -3.61573 3.35742  -0.344
C7 2.74804 -2.34480 2.73417  -0.504
C8 4.16158 -2.10202 2.25314  -1.030
H1 3.47604 -1.24548 -4.37243  0.055
H2 4.31908 -1.47711 -2.07308  -0.163
H3 5.78704 -1.06234 -3.93661  0.030
H4 5.56636 -3.44589 -4.28199  0.483
H5 3.82791 -3.61806 -4.25170  0.473
H6 4.21456 -3.49556 -1.57920  0.089
H7 4.35418 -5.00178 -2.45500  0.362
H8 6.88559 -3.36318 -2.29058  0.410
H9 6.64815 -5.11585 -2.27268  0.442
H10 4.58179 -5.15883 1.12420  0.664
H11 2.96975 -4.50237 0.83310  0.207
H12 4.48232 -4.47117 3.48416  0.276
H13 3.15085 -5.54461 3.06814  0.392
H14 2.41923 -1.56418 3.41980  0.415
H15 2.09163 -2.31040 1.85486  0.252
H16 4.24525 -1.07418 1.90939  0.583
H17 4.89396 -2.24652 3.05331  0.374
C9 0.43899 1.56196 0.05004  -1.084
C10 -0.57858 2.66869 -0.09837  0.540
O4 -0.43555 3.70449 0.92302  -0.202
S3 0.73260 4.75343 0.72960  1.081
C11 0.16792 5.95114 1.88701  -0.984
O5 0.65135 5.28451 -0.60151  -0.549
O6 1.97135 4.20680 1.18427  -0.610
H18 1.44761 1.90491 -0.16799  0.335
H19 0.19595 0.75762 -0.64380  0.399
H20 0.42782 1.16882 1.06782  0.278
H21 -0.52406 3.12916 -1.08497  0.017
H22 -1.58928 2.29550 0.03858  -0.196
H23 -0.78932 6.34111 1.55273  0.296
H24 0.91912 6.73761 1.90774  0.378
H25 0.08672 5.47743 2.86164  0.334
C12 2.39039 -2.65134 6.32501  -0.629
C13 2.22979 -1.46013 7.23893  -0.477
O7 3.30742 -1.36459 8.21272  -0.258
S4 4.69022 -0.79254 7.68740  1.249
C14 5.42073 -0.47925 9.25443  -0.964
O8 4.44903 0.43972 6.99730  -0.653
O9 5.42297 -1.82634 7.02110  -0.598
H26 3.25471 -2.54105 5.67446  0.037
H27 1.50551 -2.76137 5.69839  0.387
H28 2.52400 -3.56448 6.90535  0.286
H29 2.18381 -0.52235 6.68423  0.349
H30 1.32964 -1.53312 7.84527  0.263
H31 4.83719 0.28032 9.76651  0.316
H32 6.43008 -0.12471 9.05758  0.373
H33 5.44497 -1.40863 9.81679  0.318
C15 -7.41958 0.45878 -0.22528  -0.908
C16 -6.69405 1.71922 -0.62563  -0.409
O10 -5.97473 2.34150 0.47891  -0.279
S5 -4.59577 1.68738 0.89461  1.313
C17 -3.98359 3.02545 1.85739  -1.057
O11 -3.79089 1.52774 -0.28402  -0.691
O12 -4.82032 0.55693 1.74064  -0.650
H34 -6.72783 -0.34090 0.02992  0.274
H35 -8.03059 0.11867 -1.06005  0.375
H36 -8.06291 0.64098 0.63594  0.302
H37 -5.98317 1.54015 -1.43328  0.321
H38 -7.38363 2.49328 -0.95538  0.286
H39 -3.84567 3.88791 1.21101  0.287
H40 -3.03104 2.70167 2.27292  0.369
H41 -4.69672 3.23274 2.65068  0.444
C18 -7.37700 -5.82688 -2.91155  -0.968
C19 -6.41257 -4.91490 -2.18871  -0.333
O13 -5.92952 -3.83541 -3.03474  -0.289
S6 -6.89882 -2.60345 -3.26293  1.204
C20 -5.70368 -1.48660 -3.90528  -0.965
O14 -7.36489 -2.14213 -1.98698  -0.596
O15 -7.85809 -2.91744 -4.27665  -0.620
H42 -8.31297 -5.31912 -3.13755  0.291
H43 -7.59226 -6.69016 -2.28069  0.386
H44 -6.94497 -6.17508 -3.84940  0.267
H45 -6.85226 -4.48108 -1.29052  0.311
H46 -5.50633 -5.44214 -1.89935  0.274
H47 -4.96324 -1.28399 -3.13606  0.314
H48 -6.24178 -0.57987 -4.17376  0.362
H49 -5.24949 -1.93278 -4.78578  0.352
C21 0.79954 6.41846 -4.02842  -1.110
C22 -0.43264 5.70237 -3.52974  -0.178
O16 -1.64394 6.11461 -4.23462  -0.297
S7 -1.89938 5.50596 -5.66920  1.262
C23 -3.59070 5.96834 -5.81395  -0.932
O17 -1.78821 4.07824 -5.60109  -0.645
O18 -1.13504 6.21468 -6.64992  -0.623
H50 1.05374 6.12265 -5.04509  0.350
H51 1.63268 6.17190 -3.36983  0.392
H52 0.64545 7.49757 -4.01872  0.313
H53 -0.33488 4.61964 -3.60953  0.305
H54 -0.63167 5.94482 -2.49127  0.182
H55 -4.16114 5.45305 -5.04654  0.303
H56 -3.91106 5.66043 -6.80678  0.369
H57 -3.66498 7.04701 -5.70666  0.315

Cartesian forces (eV/Å) of the 2 atoms listed first:
O 0.02 -0.37 0.23
N -0.16 0.41 -0.57


| no. | calculated total energy (Ha) |
| --- | --- |
| 1 | -3114.52720 |
| 2 | -1907.58324 |
| 3 | -5502.81849 |